No. 1
{
  "formula": "C2HF6NO5S2Sc",
  "method": "the ωB97M-V functional and the def2-TZVPD basis",
  "species": ["Sc", "N", "S", "O", "O", "C", "F", "F", "F", "S", "O", "C", "F", "F", "F", "O", "H", "O"],
  "xyz": [[-1.098, 2.002, -0.471], [0.740, -1.083, 0.370], [1.600, 0.246, 0.306], [2.906, 0.014, -0.274], [0.866, 1.439, -0.203], [1.893, 0.653, 2.106], [2.649, -0.282, 2.641], [0.739, 0.717, 2.740], [2.506, 1.818, 2.170], [-0.800, -1.257, 0.028], [-1.408, -2.267, 0.870], [-0.782, -1.963, -1.704], [-0.340, -1.050, -2.546], [0.005, -3.018, -1.732], [-2.013, -2.311, -2.024], [-2.633, 3.123, -0.701], [-3.225, 3.174, -1.451], [-1.603, 0.045, -0.123]],
  "lowdin_charge": [1.484, -0.259, 0.724, -0.196, -0.400, -0.694, 0.201, 0.171, 0.185, 0.767, -0.196, -0.693, 0.164, 0.201, 0.191, -0.284, 0.028, -0.395],
  "total_charge": 1,
  "e_tot_ha": -2663.84817,
  "homo_lumo_gap_ev": 9.26,
  "homo_energy_ha": -0.582,
  "fmax_ev_per_a": 3.79,
  "de_lowest_ev": 0.0000,
  "multiplicity": 1
}

No. 2
{
  "formula": "C2HFLiO2",
  "method": "the ωB97M-V functional and the def2-TZVPD basis",
  "species": ["C", "C", "O", "Li", "F", "H", "O"],
  "xyz": [[0.443, -0.353, -0.491], [-0.607, -0.102, -1.284], [-1.445, 0.372, -1.930], [-0.207, -0.147, 2.201], [0.255, -1.218, 0.568], [1.469, -0.112, -0.759], [0.091, 1.558, 1.695]],
  "lowdin_charge": [-0.146, -0.135, 0.202, 0.721, -0.099, 0.125, -0.669],
  "e_tot_ha": -334.54440,
  "homo_lumo_gap_ev": [8.02, 7.25],
  "homo_energy_ha": [-0.317, -0.288],
  "fmax_ev_per_a": 1.51,
  "de_lowest_ev": 1.6864,
  "multiplicity": 2
}

No. 3
{
  "formula": "C2HFMgO",
  "method": "the ωB97M-V functional and the def2-TZVPD basis",
  "species": ["H", "O", "C", "C", "F", "Mg"],
  "xyz": [[0.331, -1.553, 0.220], [1.535, 0.131, -0.047], [0.323, -0.477, -0.035], [-0.775, 0.316, -0.043], [-2.019, -0.275, 0.120], [0.605, 1.858, -0.215]],
  "lowdin_charge": [0.128, -0.371, -0.408, -0.333, -0.103, 1.088],
  "e_tot_ha": -451.91286,
  "homo_lumo_gap_ev": 5.53,
  "homo_energy_ha": -0.271,
  "fmax_ev_per_a": 1.61,
  "de_lowest_ev": 0.0000,
  "multiplicity": 1
}

No. 4
{
  "formula": "C2HFN2O",
  "method": "the ωB97M-V functional and the def2-TZVPD basis",
  "species": ["C", "C", "N", "N", "O", "F", "H"],
  "xyz": [[0.618, -0.534, -0.691], [-0.215, -0.240, 0.392], [1.521, -0.703, -1.356], [-0.008, 1.213, 0.491], [-0.504, 1.933, -0.364], [0.150, -0.865, 1.496], [-1.562, -0.804, 0.032]],
  "lowdin_charge": [-0.219, -0.433, 0.223, 0.040, 0.044, 0.074, 0.271],
  "e_tot_ha": -361.24406,
  "homo_lumo_gap_ev": 8.83,
  "homo_energy_ha": -0.389,
  "fmax_ev_per_a": 6.03,
  "de_lowest_ev": 4.0286,
  "multiplicity": 1
}